1.
Molecular formula: C5H12O2
Method: DFT, the ωB97M-V functional and the def2-TZVPD basis

Last column: Mulliken charge in e.
Element x y z (Å)
C1 2.664 -0.482 0.564  -1.2175
C2 1.590 0.070 -0.373  -0.5169
C3 0.161 -0.145 0.114  0.3083
O1 0.034 0.512 1.352  -0.5864
C4 -0.867 0.377 -0.900  -0.8009
C5 -2.336 0.174 -0.495  -0.4735
O2 -2.567 0.401 0.903  -0.5617
H1 3.664 -0.309 0.149  0.3703
H2 2.618 -0.005 1.547  0.2814
H3 2.553 -1.563 0.706  0.3018
H4 1.687 -0.398 -1.359  0.3206
H5 1.745 1.149 -0.508  0.3517
H6 -0.001 -1.234 0.240  0.1811
H7 -0.919 0.500 1.544  0.4046
H8 -0.712 -0.152 -1.850  0.3182
H9 -0.653 1.432 -1.109  0.3711
H10 -2.640 -0.850 -0.746  0.3571
H11 -2.975 0.871 -1.055  0.2795
H12 -3.045 -0.347 1.277  0.3113

DFT total energy   -348.1764 a.u.
Kohn-Sham gap   10.46 eV
SMILES   CC[C@@H](O)CCO
Energy above the lowest of the compared OMol25 structures with the same formula, charge and spin   74.6 kJ/mol
Spin multiplicity   1

=====

2.
Molecular formula: C21H33Cl2FeN4O3S
Method: DFT, the ωB97M-V functional and the def2-TZVPD basis

Last column: Löwdin spin population.
Element x y z (Å)
O1 -0.741 -1.492 -0.915  0.2752
C1 -0.891 -2.840 -0.707  0.0280
C2 -2.381 -3.159 -0.482  0.0066
C3 -3.341 -2.194 -0.177  -0.0002
H1 -3.068 -1.136 -0.115  -0.0007
C4 -4.654 -2.580 0.121  0.0001
H2 -5.385 -1.809 0.364  0.0000
C5 -5.022 -3.929 0.097  -0.0001
H3 -6.049 -4.234 0.319  0.0000
C6 -4.057 -4.895 -0.224  0.0004
H4 -4.316 -5.952 -0.251  0.0001
C7 -2.753 -4.507 -0.526  0.0011
H5 -1.970 -5.230 -0.769  0.0002
H6 -0.587 -3.343 -1.641  0.0069
C8 1.488 -3.479 0.095  0.0001
C9 0.030 -3.349 0.420  0.0081
H7 1.974 -4.166 0.795  0.0001
H8 1.992 -2.506 0.201  0.0000
H9 1.656 -3.842 -0.927  0.0002
C10 -0.476 -3.510 1.652  -0.0011
C11 0.317 -3.764 2.888  0.0012
H10 -1.555 -3.431 1.816  -0.0001
H11 0.030 -4.715 3.356  0.0001
H12 0.127 -2.978 3.630  0.0005
H13 1.391 -3.782 2.678  0.0004
Fe1 -0.122 -0.208 0.318  4.1934
Cl1 -2.010 0.610 1.296  0.1659
Cl2 1.308 -0.638 1.998  0.1821
C12 0.787 2.397 1.826  0.0014
O2 0.793 2.209 0.599  0.0244
N1 1.617 3.224 2.483  0.0017
C13 2.648 3.991 1.796  0.0002
C14 1.405 3.500 3.895  0.0002
H14 0.095 1.842 2.478  -0.0002
H15 2.801 3.621 0.777  0.0001
H16 3.583 3.906 2.365  0.0000
H17 2.373 5.058 1.768  0.0000
H18 0.599 2.839 4.234  0.0000
H19 1.116 4.552 4.045  0.0000
H20 2.321 3.298 4.468  0.0001
H21 4.757 0.175 -2.699  0.0000
H22 3.493 -0.283 -4.960  0.0000
C15 4.267 -0.760 -2.390  0.0002
C16 2.923 -1.076 -4.453  0.0003
N2 2.952 -0.875 -3.008  0.0014
H23 4.165 -0.778 -1.302  0.0001
C17 1.851 -0.577 -2.293  0.0015
O3 1.894 -0.191 -1.108  0.0307
H24 1.882 -1.059 -4.795  0.0000
H25 0.898 -0.705 -2.842  -0.0002
H26 4.890 -1.594 -2.731  0.0000
H27 3.384 -2.040 -4.712  0.0001
C18 0.413 4.217 -1.546  0.0008
N3 -0.973 3.971 -1.196  0.0075
C19 -1.795 4.802 -0.454  0.0029
C20 -2.942 4.106 -0.202  0.0035
N4 -2.791 2.868 -0.777  0.0088
C21 -1.563 2.745 -1.381  0.0055
S1 -0.897 1.394 -2.046  0.0381
H28 1.060 3.541 -0.975  0.0002
H29 0.562 4.016 -2.609  0.0004
H30 0.637 5.257 -1.296  0.0000
H31 -1.492 5.797 -0.184  0.0002
H32 -3.862 4.383 0.285  0.0003
H33 -3.334 2.046 -0.527  0.0013

DFT total energy   -3847.1114 a.u.
Kohn-Sham gap (spin up / spin down)   8.16 / 6.98 eV
Spin multiplicity   6

=====

3.
Molecular formula: C2H3NO2
Method: DFT, the ωB97M-V functional and the def2-TZVPD basis

Last column: Mulliken charge in e.
Element x y z (Å)
C1 1.338 -0.383 0.525  -0.2583
C2 0.512 -0.220 -0.628  0.2584
N1 -1.653 0.657 -0.042  -0.4123
O1 1.131 0.888 -0.029  -0.3434
O2 -0.843 -0.427 -0.285  -0.1430
H1 1.096 -0.408 1.624  0.2327
H2 0.894 -0.428 -1.549  0.4162
H3 -2.474 0.322 0.385  0.2496

DFT total energy   -282.9939 a.u.
Kohn-Sham gap (spin up / spin down)   9.34 / 8.96 eV
Energy above the lowest of the compared OMol25 structures with the same formula, charge and spin   693.4 kJ/mol
Spin multiplicity   1

=====

4.
Molecular formula: C39H66O39
Method: DFT, the ωB97M-V functional and the def2-TZVPD basis

Last column: Löwdin spin population.
Element x y z (Å)
C1 -3.969 -0.086 0.577  0.0000
C2 -5.182 0.841 0.349  0.0000
O1 -6.293 0.015 0.459  0.0000
C3 -5.877 -1.245 0.731  0.0000
O2 -6.669 -2.180 0.917  0.0000
O3 -4.536 -1.334 0.866  0.0000
H1 -3.305 0.402 1.291  0.0000
H2 -3.494 -0.228 -0.394  0.0000
H3 -5.027 1.356 -0.599  0.0000
H4 -5.079 1.585 1.139  0.0000
C4 -0.825 -0.303 0.492  0.0000
C5 0.617 -0.775 0.391  0.0000
O4 1.175 -0.090 -0.674  0.0000
C6 0.224 0.551 -1.353  0.0000
O5 0.456 1.131 -2.377  0.0000
O6 -1.002 0.403 -0.726  0.0001
H5 -0.953 0.363 1.345  0.0000
H6 -1.463 -1.186 0.469  0.0000
H7 0.511 -1.838 0.176  0.0000
H8 1.166 -0.626 1.321  0.0000
C7 3.817 1.073 -2.718  0.0000
C8 4.658 1.749 -3.766  0.0001
O7 5.961 1.858 -3.232  0.0003
C9 6.009 1.276 -2.013  0.0000
O8 6.966 1.341 -1.257  0.0000
O9 4.806 0.710 -1.777  0.0000
H9 3.273 0.277 -3.226  0.0000
H10 3.195 1.822 -2.227  0.0000
H11 4.301 2.698 -4.165  0.0000
H12 4.699 1.151 -4.676  0.0001
C10 2.219 -5.027 -0.949  0.0000
C11 2.984 -6.108 -0.115  0.0000
O10 2.173 -7.328 -0.137  0.0000
C12 1.184 -7.190 -1.074  0.0000
O11 0.526 -8.110 -1.471  0.0000
O12 1.176 -5.908 -1.512  0.0000
H13 2.932 -4.657 -1.685  0.0000
H14 1.731 -4.283 -0.319  0.0000
H15 3.085 -5.567 0.826  0.0000
H16 3.921 -6.463 -0.543  0.0000
C13 6.243 -0.644 1.326  0.0000
C14 4.955 0.102 1.735  0.0001
O13 3.925 -0.871 1.595  0.0001
C15 4.455 -1.979 0.971  0.0000
O14 3.764 -2.937 0.621  0.0000
O15 5.761 -1.862 0.818  0.0000
H17 6.732 -0.807 2.286  0.0000
H18 6.906 -0.119 0.639  0.0000
H19 4.798 0.975 1.100  0.0000
H20 5.171 0.508 2.723  0.0000
C16 -2.908 -1.424 4.321  0.0000
C17 -2.923 -0.916 5.792  0.0000
O16 -2.017 0.139 5.817  0.0000
C18 -1.849 0.591 4.561  0.0000
O17 -1.229 1.638 4.232  0.0000
O18 -2.323 -0.302 3.692  0.0000
H21 -3.828 -1.898 3.979  0.0000
H22 -2.172 -2.224 4.247  0.0000
H23 -2.762 -1.693 6.539  0.0000
H24 -3.915 -0.502 5.976  0.0000
C19 1.220 -1.515 6.674  0.0000
O19 0.593 -2.524 5.964  0.0000
C20 0.839 -2.714 4.700  0.0000
O20 1.633 -2.112 3.946  0.0000
O21 0.107 -3.750 4.307  0.0000
C21 0.468 -4.221 3.015  0.0000
H25 0.718 -0.567 6.478  0.0000
H26 2.296 -1.419 6.531  0.0000
H27 1.049 -1.623 7.745  0.0000
H28 0.016 -3.590 2.250  0.0000
H29 -0.218 -5.014 2.717  0.0000
H30 1.440 -4.673 2.818  0.0000
C22 -0.846 3.980 -9.527  0.0000
O22 -0.105 4.289 -8.417  0.0000
C23 0.398 3.317 -7.670  0.0000
O23 0.704 2.213 -7.980  0.0002
O24 0.422 3.797 -6.343  0.0010
C24 1.228 3.081 -5.358  0.0006
H31 -1.744 3.442 -9.223  0.0000
H32 -0.314 3.325 -10.217  0.0000
H33 -1.222 4.806 -10.130  0.0000
H34 2.199 2.602 -5.487  0.0000
H35 0.634 2.241 -4.996  0.0004
H36 1.357 3.788 -4.539  -0.0001
C25 -2.260 -4.636 -1.712  0.0000
O25 -3.095 -5.192 -0.689  0.0000
C26 -3.079 -4.526 0.572  0.0000
O26 -2.262 -3.647 0.948  0.0000
O27 -4.093 -4.962 1.314  0.0000
C27 -4.072 -4.766 2.716  0.0000
H37 -1.220 -4.435 -1.454  0.0000
H38 -2.544 -3.849 -2.411  0.0000
H39 -2.214 -5.462 -2.422  0.0000
H40 -3.241 -5.297 3.181  0.0000
H41 -4.945 -5.072 3.293  0.0000
H42 -3.940 -3.715 2.971  0.0000
C28 -2.704 3.465 -1.567  0.0000
O28 -2.050 4.102 -0.530  0.0003
C29 -2.331 3.811 0.740  0.0000
O29 -2.934 2.822 1.155  0.0001
O30 -1.772 4.764 1.450  0.0000
C30 -2.082 5.055 2.738  0.0000
H43 -2.678 4.102 -2.451  0.0000
H44 -3.783 3.325 -1.498  0.0000
H45 -2.215 2.525 -1.822  0.0000
H46 -1.763 6.072 2.964  0.0000
H47 -1.367 4.467 3.314  0.0000
H48 -3.115 4.763 2.923  0.0000
C31 1.678 2.177 2.569  0.0005
O31 2.480 1.604 3.602  0.0008
C32 3.376 2.397 4.146  0.0000
O32 3.746 3.533 3.789  0.0010
O33 3.962 1.844 5.247  -0.0001
C33 3.795 0.493 5.563  0.0000
H49 2.255 2.924 2.023  0.0002
H50 0.804 2.630 3.037  0.0002
H51 1.290 1.414 1.895  0.0000
H52 3.425 -0.097 4.725  0.0000
H53 3.115 0.363 6.405  0.0000
H54 4.709 0.040 5.947  0.0000
C34 -3.108 -0.992 -3.223  0.0000
O34 -4.265 -1.349 -2.460  0.0000
C35 -5.466 -1.240 -3.117  0.0000
O35 -5.771 -0.748 -4.236  0.0000
O36 -6.397 -1.614 -2.200  0.0000
C36 -7.774 -1.534 -2.531  0.0000
H55 -2.913 0.044 -3.502  0.0000
H56 -2.911 -1.713 -4.016  0.0000
H57 -2.346 -1.133 -2.457  0.0000
H58 -8.397 -2.121 -1.856  0.0000
H59 -8.038 -1.865 -3.535  0.0000
H60 -7.966 -0.479 -2.335  0.0000
C37 4.195 6.081 -3.962  0.0006
O37 3.075 5.378 -3.278  0.1091
C38 3.231 4.828 -2.068  0.0214
O38 4.158 5.016 -1.304  0.6599
O39 2.133 4.101 -1.811  0.1709
C39 1.740 3.723 -0.522  0.0135
H61 4.387 6.962 -3.350  0.0013
H62 3.813 6.450 -4.914  0.0009
H63 5.027 5.380 -3.897  0.0005
H64 1.880 4.542 0.183  0.0016
H65 2.375 2.877 -0.260  0.0073
H66 0.714 3.365 -0.615  0.0064

DFT total energy   -4459.5395 a.u.
Net charge   +1
Kohn-Sham gap (spin up / spin down)   8.43 / 1.88 eV
Spin multiplicity   2

=====

5.
Molecular formula: C2H2ClF2NO2
Method: DFT, the ωB97M-V functional and the def2-TZVPD basis

Last column: Mulliken charge in e.
Element x y z (Å)
O1 -1.153 1.387 -1.123  -0.4555
N1 -0.579 0.312 -1.321  0.8887
O2 -0.857 -0.356 -2.318  -0.4975
C1 0.382 -0.246 -0.306  0.3535
F1 0.734 -1.470 -0.725  -0.1647
Cl1 2.165 0.951 -0.340  -0.1920
C2 0.007 -0.159 1.151  -0.3119
F2 -0.736 0.926 1.494  -0.2230
H1 0.698 -0.301 1.988  0.3404
H2 -0.660 -1.044 1.500  0.2620

DFT total energy   -942.3922 a.u.
Kohn-Sham gap   9.66 eV
SMILES   O=[N+]([O-])[C@@](F)(Cl)CF
Energy above the lowest of the compared OMol25 structures with the same formula, charge and spin   322.0 kJ/mol
Spin multiplicity   1

=====

6.
Molecular formula: C5H6NO5S
Method: DFT, the ωB97M-V functional and the def2-TZVPD basis

Last column: Mulliken charge in e.
Element x y z (Å)
C1 -1.673 0.414 0.120  0.4892
C2 -2.202 -0.819 -1.109  0.5882
C3 0.672 0.619 0.386  0.5644
C4 1.767 -1.533 0.221  -1.0655
C5 1.866 -0.166 0.891  -0.1943
N1 0.630 1.739 -0.257  -0.6998
O1 -0.466 0.031 0.665  -0.3133
O2 -3.305 -1.286 -0.951  -0.6446
O3 -1.247 -1.073 -1.810  -0.6424
O4 -2.554 0.994 1.039  -0.5404
O5 -2.897 2.437 -1.201  -0.5499
S1 -1.989 2.160 -0.118  0.4066
H1 2.277 -2.225 0.795  0.3651
H2 2.326 -1.535 -0.785  0.2662
H3 0.721 -1.727 0.041  0.2882
H4 1.693 -0.386 2.062  0.2145
H5 2.854 0.153 0.572  0.2740
H6 1.527 2.205 -0.560  0.1939

DFT total energy   -1023.2515 a.u.
Net charge   -1
Kohn-Sham gap   7.73 eV
Energy above the lowest of the compared OMol25 structures with the same formula, charge and spin   167.9 kJ/mol
Spin multiplicity   1

=====

> Among the records above, which one has the highest DFT total energy?

C2H3NO2

=====

> spin multiplicity of number 2 (C21H33Cl2FeN4O3S)?

6